Entry from the OMol25 dataset: C30H21BrN7S2SbSe4Ti as an isolated structure (ωB97M-V/def2-TZVPD).

For the HOMO-LUMO gap (alpha / beta), the calculation gives 0.172 / 0.190 Eh. The expectation value of S² is 2.037. The multiplicity is 3. The calculation puts the energy relative to the best compared isomer or geometry (same formula, charge and spin) at 0.00 kJ/mol. As for the net charge: -2.

Last column: Mulliken spin population.
Positions of all 67 atoms, in Å:
Ti 1.12987 0.26682 -0.02708  1.046
S 2.66828 -3.56249 4.09231  0.012
C 2.88587 -4.92270 5.10246  0.032
C 1.97456 -5.89698 4.83316  -0.018
C 1.08791 -5.53209 3.78133  0.054
C 1.34144 -4.28820 3.26967  -0.035
C 0.62771 -3.58218 2.19528  0.091
C 1.14517 -2.41157 1.62837  -0.007
N 0.55024 -1.71457 0.67652  0.098
C -0.66763 -2.16666 0.20576  0.090
C -1.26174 -3.34603 0.71918  0.046
C -2.54778 -3.73395 0.17660  -0.039
C -3.15805 -3.00609 -0.77411  -0.003
C -2.55669 -1.79311 -1.30601  -0.031
C -3.13456 -1.00905 -2.27312  0.190
C -2.47119 0.15910 -2.73793  0.091
C -1.24580 0.45561 -2.16934  -0.008
N -0.65450 -0.26475 -1.21427  0.134
C -1.30166 -1.41200 -0.77632  0.147
C -3.03854 1.03345 -3.76804  -0.068
C -2.56828 2.21989 -4.26432  0.064
C -3.40396 2.78369 -5.26774  -0.028
C -4.50285 2.02677 -5.52600  0.055
S -4.52232 0.61989 -4.54979  0.011
C -0.60112 -4.03818 1.71217  0.038
H 3.67079 -4.92674 5.84132  0.003
H 1.93507 -6.84091 5.35872  0.000
H 0.30200 -6.17587 3.41129  0.009
H 2.09250 -2.00217 1.96558  -0.012
H -3.01222 -4.63480 0.56252  -0.002
H -4.12119 -3.31046 -1.16810  -0.001
H -4.10192 -1.29116 -2.67569  0.035
H -0.69539 1.33028 -2.49249  0.004
H -1.65290 2.68293 -3.92433  0.008
H -3.19021 3.71543 -5.77276  -0.002
H -5.29608 2.21381 -6.23093  0.004
H -1.05811 -4.92940 2.12893  0.018
C 3.94298 4.22403 -1.25288  0.001
C 2.47426 4.39406 -1.66333  0.000
C 1.69519 3.19870 -1.33283  0.030
N 1.12845 2.23848 -1.07387  -0.025
H 4.53877 5.01019 -1.71627  0.000
H 4.32955 3.25577 -1.56949  0.000
H 4.04978 4.29137 -0.16686  0.000
H 2.37194 4.56988 -2.73707  0.000
H 2.01688 5.21462 -1.11011  0.001
N 2.36271 -0.48626 -1.58976  -0.024
C 2.97946 -0.85461 -2.50651  0.035
N 3.77366 -1.23564 -3.44653  0.009
C 3.33598 -1.50639 -4.65938  -0.001
N 3.05504 -1.76504 -5.75609  0.005
Br -1.47250 0.92365 5.31279  0.000
C -1.41541 1.46451 3.51018  -0.009
C -2.14891 2.55477 3.07780  0.003
C -2.09511 2.87520 1.74022  -0.002
C -1.30518 2.10950 0.89424  0.012
N -0.57804 1.07978 1.31556  -0.010
C -0.63177 0.76374 2.61563  0.007
H -2.72556 3.14271 3.77860  0.000
H -2.62636 3.73158 1.35124  0.000
H -1.23884 2.34132 -0.15908  0.000
H -0.01461 -0.05908 2.94636  0.007
Se 1.17293 4.64326 1.42000  -0.001
Sb 2.74647 3.35798 2.79417  0.002
Se 2.62770 0.91117 1.66699  -0.062
Se 5.05597 4.01839 2.55197  -0.003
Se 1.94787 2.87685 5.02148  -0.002

Cartesian forces (eV/Å) of the 2 atoms listed first:
-0.463 0.411 -0.237
0.068 0.128 0.018

---

Entry from the OMol25 dataset: C30H21Cl2CsN4O5S2 as an isolated structure (ωB97M-V/def2-TZVPD).

For the HOMO-LUMO gap, the calculation gives 0.157 Eh. The multiplicity is 1. The calculation puts the energy relative to the best compared isomer or geometry (same formula, charge and spin) at 7.44 kJ/mol. As for the net charge: -2.

Last column: natural (NBO) charge in e.
Positions of all 65 atoms, in Å:
Cs 0.82743 -1.10137 -1.32487  0.943
S 2.44087 3.28132 6.10027  0.831
N 3.50424 2.79109 4.97807  -0.632
C 2.80148 2.38561 3.93659  0.204
C 3.35158 1.85687 2.70155  -0.168
C 4.72035 1.68841 2.48433  -0.149
C 5.13632 1.14159 1.29191  -0.259
C 4.17019 0.76773 0.35286  0.061
N 2.87292 0.93226 0.54329  -0.406
C 2.46029 1.47723 1.69128  0.264
C 0.99672 1.63864 1.87136  0.175
N 0.22596 1.30955 0.83530  -0.399
C -1.08427 1.35856 0.97866  0.112
C -1.71530 1.75927 2.15899  -0.243
C -0.92758 2.14869 3.21740  -0.139
C 0.46298 2.09519 3.08212  -0.130
C 1.38614 2.48899 4.12963  0.123
N 1.05705 2.97040 5.31425  -0.609
H 5.42299 1.98137 3.25403  0.219
H 6.18502 0.98923 1.07512  0.216
H 4.44780 0.31131 -0.59250  0.234
H -1.67124 1.04908 0.12399  0.222
H -2.79460 1.74945 2.20604  0.241
H -1.35589 2.48101 4.15479  0.217
Cl 6.01908 4.66807 -5.19847  -0.072
C 5.22490 3.30283 -4.43058  -0.137
C 6.00233 2.23263 -3.96852  -0.225
C 5.39121 1.16800 -3.37364  -0.152
Cl 6.37720 -0.15168 -2.79457  -0.041
C 3.95175 1.04054 -3.18055  0.490
O 3.45715 0.03462 -2.64258  -0.713
C 3.21691 2.19541 -3.65594  -0.328
C 1.77080 2.35091 -3.52510  0.422
O 0.94985 1.61278 -3.03013  -0.559
C 3.86737 3.27781 -4.26612  -0.161
H 7.07794 2.25227 -4.08328  0.221
H 1.42171 3.32131 -3.95364  0.073
H 3.26745 4.11403 -4.60917  0.208
O -1.25557 -1.81213 0.75784  -0.819
C -1.00378 -2.99758 0.41321  0.748
O 0.12775 -3.52644 0.35046  -0.780
C -2.21491 -3.83864 0.05096  -0.079
C -2.79303 -4.61153 1.04920  -0.229
C -3.94241 -5.36406 0.82284  -0.297
C -4.51032 -5.33662 -0.44541  -0.247
C -3.93057 -4.57790 -1.45193  -0.270
C -2.77030 -3.80737 -1.24840  -0.162
S -2.08858 -2.86879 -2.55603  -0.568
H -2.33075 -4.61656 2.03163  0.195
H -4.38331 -5.95536 1.61808  0.183
H -5.41127 -5.90674 -0.65260  0.182
H -4.37216 -4.55926 -2.44241  0.202
C -5.09402 -1.10686 -0.98340  -0.433
C -5.16421 -1.69935 0.43750  -0.440
C -4.34953 -0.70718 1.28726  -0.098
O -4.20224 0.47596 0.49007  -0.571
C -4.03956 -0.01619 -0.84434  -0.089
H -6.05107 -0.65927 -1.26659  0.175
H -4.80534 -1.84393 -1.73170  0.249
H -4.71358 -2.68950 0.47150  0.245
H -6.19650 -1.78214 0.78494  0.181
H -3.36119 -1.12594 1.50108  0.225
H -4.84750 -0.41190 2.21380  0.157
H -3.03952 -0.44667 -0.97923  0.210
H -4.17364 0.82099 -1.53052  0.172

Cartesian forces (eV/Å) of the 2 atoms listed first:
0.040 0.068 -0.094
-0.009 -0.107 0.037

---

Entry from the OMol25 dataset: C30H21Cl5N2OS2V as an isolated structure at a distorted geometry (ωB97M-V/def2-TZVPD).

For the HOMO-LUMO gap (alpha / beta), the calculation gives 0.251 / 0.276 Eh. The expectation value of S² is 2.024. The multiplicity is 3. The calculation puts the energy relative to the best compared isomer or geometry (same formula, charge and spin) at 0.00 kJ/mol. As for the net charge: +1.

Last column: Mulliken spin population.
Positions of all 62 atoms, in Å:
V 0.43979 -1.68992 -2.20725  1.948
Cl -0.18851 -2.25000 -4.49117  0.000
C -0.45528 -3.95017 -4.60653  -0.007
C -0.84449 -4.56581 -5.78113  0.007
C -1.04369 -5.94071 -5.78480  -0.007
C -0.85616 -6.68937 -4.63347  0.004
C -0.46401 -6.06903 -3.45938  -0.005
Cl -0.22568 -6.97839 -2.02028  0.000
C -0.25901 -4.68476 -3.43445  -0.005
S 0.21987 -3.86687 -1.99597  -0.080
H -0.99059 -3.98579 -6.67693  0.000
H -1.34804 -6.43474 -6.69367  0.000
H -1.00896 -7.75678 -4.63192  0.000
Cl -3.47943 4.65311 -0.29876  0.000
C -2.53737 3.58225 0.66668  0.000
C -1.36116 4.03027 1.25278  0.000
C -0.61954 3.15913 2.02417  -0.001
C -1.00628 1.83419 2.20133  -0.001
C -0.18888 0.95429 3.12064  0.003
C 1.23183 0.70072 2.54391  -0.002
N 1.21419 -0.32307 1.53784  0.004
C 1.46661 -1.64534 1.73831  0.025
C 1.29266 -2.26475 0.53642  0.056
N 0.91650 -1.33318 -0.38987  -0.020
C 0.87594 -0.17224 0.24945  0.069
O -0.06188 1.59825 4.36934  0.000
C -0.55134 0.86651 5.48080  0.000
C 0.25940 -0.35957 5.79037  0.000
C 1.50323 -0.31336 6.35839  0.000
Cl 2.35867 1.09176 6.81537  0.000
S 2.17916 -1.88909 6.61285  0.000
C 0.77175 -2.61627 5.93846  0.000
C -0.14798 -1.69754 5.54632  0.000
C -2.18254 1.40531 1.59421  0.001
Cl -2.70784 -0.23930 1.73712  0.000
C -2.96092 2.27375 0.84514  0.000
H -1.04466 5.05160 1.11892  0.000
H 0.26897 3.50850 2.52566  0.000
H -0.68203 -0.01854 3.23943  -0.001
H 1.88239 0.39466 3.36618  0.000
H 1.62245 1.62556 2.11633  0.000
H 1.73683 -2.03407 2.69768  0.000
H 1.42214 -3.30578 0.29836  -0.013
H 0.61463 0.77427 -0.18937  0.001
H -1.60127 0.58877 5.32733  0.000
H -0.48828 1.56810 6.31471  0.000
H 0.70621 -3.68528 5.89028  0.000
H -1.09883 -1.95769 5.11621  0.000
H -3.89087 1.93815 0.41541  0.000
C 0.55507 0.02220 -2.97985  -0.277
C 0.64627 1.22067 -3.22246  0.287
C 0.77860 2.60212 -3.46917  -0.001
C 1.97677 3.10047 -3.99899  0.007
C 2.08407 4.44198 -4.30380  -0.003
C 1.01007 5.29332 -4.07942  0.005
C -0.16710 4.81220 -3.52107  -0.002
C -0.28664 3.47387 -3.20607  0.007
H 2.80344 2.42356 -4.16293  0.001
H 3.00734 4.82417 -4.71565  0.000
H 1.09331 6.33717 -4.33542  0.000
H -0.99377 5.48143 -3.32979  0.000
H -1.19514 3.08509 -2.76682  0.000

Cartesian forces (eV/Å) of the 2 atoms listed first:
-0.562 -0.591 -1.022
-0.175 0.365 -0.731

---

Q: Which value of multiplicity does entry 2 give?
A: 1